Density functional theory data (the ωB97M-V functional and the def2-TZVPD basis) for C35H36BCl3FGeN4O5SeW as an isolated structure.

Geometry (Å):
C1 -0.636 2.883 0.329
O1 1.029 -1.202 -3.239
H1 1.645 -2.989 1.083
N1 -0.724 -1.336 1.115
O2 0.976 0.798 1.774
H2 1.007 -2.601 3.394
C2 1.889 -1.983 3.528
F1 3.650 -0.279 6.183
C3 -0.745 -5.537 -3.162
Ge1 3.094 0.743 -0.846
C4 0.736 -1.569 -5.585
H3 -2.112 0.536 -5.340
H4 2.229 4.254 0.612
H5 1.796 -1.395 -5.768
N2 0.166 3.928 0.550
N3 -1.280 -2.450 0.491
H6 -3.907 -5.849 -1.951
Se1 -0.567 1.531 -0.970
H7 -2.459 6.261 4.367
H8 0.213 1.131 -5.519
H9 5.006 0.223 4.035
Cl1 3.083 2.178 -2.525
C5 -1.878 -2.146 -4.591
H10 0.590 -2.631 -5.395
Cl2 4.107 2.065 0.630
H11 1.326 2.613 3.485
C6 -0.680 6.412 3.175
H12 -0.076 -5.965 -3.896
C7 -1.550 4.110 1.975
H13 4.417 -0.593 1.773
W1 0.971 -0.479 0.264
C8 0.294 -0.718 -4.408
C9 2.665 -1.654 2.416
C10 1.426 4.208 -0.121
C11 0.414 2.054 3.651
H14 -1.308 -3.047 -4.371
C12 -1.224 -0.904 -4.005
C13 -1.889 0.551 4.033
C14 -1.165 -3.950 -1.387
H15 -2.281 -1.467 2.425
O3 0.415 -2.157 -1.067
C15 -2.463 -4.461 -1.232
C16 2.211 -1.528 4.800
H16 1.611 -1.780 5.665
H17 -2.401 2.284 1.222
H18 1.780 0.767 -4.776
C17 -1.880 5.807 3.574
H19 -0.359 7.321 3.667
C18 -0.685 -2.845 -0.565
C19 3.330 -0.736 4.949
H20 -2.869 -3.350 0.249
H21 -2.869 -2.259 -4.150
H22 -2.401 -6.813 -3.663
O4 -1.173 -1.115 -2.563
H23 -3.115 0.091 -3.954
C20 -1.619 1.595 4.870
C21 0.102 5.876 2.167
C22 -1.389 -0.908 2.153
H24 0.183 -1.293 -6.485
N4 -1.678 2.983 1.178
H25 -2.289 1.832 5.686
H26 3.085 -2.259 0.387
H27 0.693 -4.130 -2.445
H28 -0.214 3.171 5.342
C23 0.702 0.726 -4.632
H29 -2.780 -0.050 4.184
C24 -2.048 -6.012 -3.025
C25 -2.095 0.308 -4.273
H30 1.637 3.407 -0.823
C26 2.232 -2.062 1.043
C27 -2.897 -5.482 -2.076
C28 -0.316 -4.511 -2.348
H31 -1.746 1.184 -3.731
C29 -0.442 2.348 4.676
H32 -1.989 -2.056 -5.672
B1 0.128 -1.373 -2.245
Cl3 4.753 -0.552 -1.484
C30 -1.027 0.210 2.958
C31 -0.361 4.709 1.576
C32 -2.337 4.644 2.982
C33 4.135 -0.399 3.879
H33 0.463 1.354 -3.775
C34 3.797 -0.864 2.618
H34 1.029 6.339 1.859
C35 0.142 0.991 2.761
O5 -3.329 -4.004 -0.312
H35 -3.255 4.168 3.297
H36 1.349 5.151 -0.660

Lowest unoccupied orbital energy (alpha / beta) in Eh: -0.0317 / -0.0327
HOMO-LUMO gap (alpha / beta) in eV: 6.25 / 5.80
Relative energy (zero: lowest compared OMol25 entry of this formula, charge and spin) in kcal/mol: 0.0
Spin multiplicity: 2
HOMO (alpha / beta) in Eh: -0.261 / -0.246
E_tot in eV: -217734.1692

So, what does the Löwdin scheme give us? The charges, in e, come out as: -0.64, 0.16, 0.06, -0.14, -0.27, 0.11, -0.06, 0.04, -0.08, -0.22, 0.00, 0.10, 0.07, 0.10, -0.03, 0.13, 0.12, 0.79, 0.11, 0.10, 0.12, 0.10, 0.00, 0.09, 0.06, 0.13, -0.07, 0.11, -0.18, 0.07, 1.19, -0.42, -0.32, -0.03, -0.01, 0.07, -0.42, -0.05, -0.07, 0.13, -0.02, -0.25, -0.01, 0.12, 0.15, 0.07, -0.08, 0.11, -0.25, -0.29, 0.08, 0.10, 0.11, 0.11, 0.10, -0.09, 0.01, -0.06, 0.10, 0.14, 0.10, 0.05, 0.13, 0.11, -0.03, 0.11, -0.06, -0.01, -0.02, -0.27, 0.00, -0.02, 0.05, -0.07, 0.10, -0.99, 0.03, -0.16, -0.16, -0.01, 0.00, 0.04, -0.06, 0.12, -0.34, 0.08, 0.12, 0.11